Entry 1:
ORCA calculation (ωB97M-V with the def2-TZVPD basis set) on a gas-phase ion, C4H8N3 (charge +1) at a distorted geometry.

The geometry in XYZ format:
```
15
Properties=species:S:1:pos:R:3
C 0.860 -0.385 -0.176
C 3.212 0.348 0.028
C -1.459 -0.758 0.208
C -1.911 0.616 -0.283
N 1.995 -0.047 0.071
N -0.169 -1.144 -0.304
N -0.864 1.522 -0.030
H 3.753 0.129 -0.928
H 3.791 0.737 0.829
H -1.297 -0.607 1.272
H -2.249 -1.420 0.024
H -2.140 0.641 -1.401
H -2.693 0.873 0.266
H -0.006 -2.183 -0.529
H -0.823 1.677 0.952
```

The net charge is +1. The calculation puts the relative energy (zero: lowest compared OMol25 entry of this formula, charge and spin) at 648.8 kJ/mol. For the HOMO-LUMO gap (spin up / spin down), the calculation gives 8.351 / 8.450 eV. Its HOMO energy (spin up / spin down) is -13.411 / -14.300 eV.

Entry 2:
ORCA calculation (ωB97M-V with the def2-TZVPD basis set) on a molecular structure, C9H26BrNNbO6S3 at a distorted geometry.

The geometry in XYZ format:
```
47
Properties=species:S:1:pos:R:3
C -0.031 1.717 3.710
C -0.446 0.259 3.440
C -2.001 0.005 3.377
N 0.274 -0.772 3.186
Nb 2.211 -0.921 3.992
S 1.552 -2.589 5.794
Br 3.063 0.720 2.064
H 0.564 2.121 2.870
H 0.478 1.893 4.667
H -0.952 2.345 3.736
H -2.423 -0.193 4.374
H -2.165 -0.795 2.647
H -2.419 0.938 2.942
H 2.691 -2.345 2.929
H 3.945 -0.959 4.596
H 2.011 0.455 5.185
H 0.355 -2.104 6.243
O 2.624 1.788 -2.216
S 2.965 0.401 -2.050
O 4.267 0.005 -1.591
O 2.661 -0.366 -3.441
C 3.248 0.153 -4.635
C 4.723 -0.191 -4.739
C 1.733 -0.400 -1.075
H 3.088 1.232 -4.699
H 2.710 -0.304 -5.466
H 5.302 0.320 -3.969
H 5.118 0.106 -5.713
H 4.879 -1.262 -4.603
H 0.751 -0.132 -1.461
H 1.839 -0.053 -0.044
H 1.891 -1.475 -1.122
O -1.690 0.818 -1.278
S -2.903 0.587 -0.545
O -3.003 -0.449 0.443
O -4.119 0.423 -1.590
C -3.988 -0.559 -2.624
C -4.212 -1.967 -2.104
C -3.434 2.107 0.178
H -3.015 -0.468 -3.113
H -4.747 -0.322 -3.369
H -3.418 -2.264 -1.418
H -4.231 -2.681 -2.928
H -5.153 -2.029 -1.556
H -3.404 2.887 -0.579
H -2.748 2.341 0.990
H -4.442 1.978 0.566
```

The net charge is -1. For the HOMO-LUMO gap, the calculation gives 6.748 eV. Its HOMO energy is -4.699 eV.

Entry 3:
ORCA calculation (ωB97M-V with the def2-TZVPD basis set) on a molecular structure, C38H59As2AuGeSbSi3 at a distorted geometry.

The geometry in XYZ format:
```
105
Properties=species:S:1:pos:R:3
Au -0.120 -0.164 -0.577
C 2.599 -1.554 -3.126
As 0.886 -1.735 -2.194
C -0.207 -2.158 -3.774
C 1.026 -3.472 -1.275
C 2.211 -4.222 -1.188
C 2.261 -5.444 -0.518
C 1.103 -5.918 0.078
C -0.065 -5.151 0.049
C -0.139 -3.934 -0.627
As -1.825 -2.852 -0.705
C -3.099 -4.292 -1.264
C -2.301 -2.940 1.216
H 3.419 -1.456 -2.414
H 2.595 -0.628 -3.730
H 2.806 -2.399 -3.795
H -0.248 -3.244 -3.897
H 0.237 -1.693 -4.652
H -1.223 -1.791 -3.621
H 3.084 -3.808 -1.675
H 3.191 -5.998 -0.491
H 1.051 -6.891 0.551
H -0.961 -5.516 0.545
H -2.884 -5.229 -0.754
H -3.042 -4.408 -2.340
H -4.119 -3.937 -1.017
H -2.554 -3.976 1.455
H -3.214 -2.345 1.372
H -1.513 -2.584 1.890
C 3.305 -3.148 3.593
Si 2.102 -1.816 4.288
C 3.001 -0.738 5.563
C 0.675 -2.717 5.169
Sb 1.071 -0.377 2.365
Si -0.293 1.482 3.533
C -0.587 2.881 2.350
C -1.976 0.655 3.890
C 0.513 2.050 5.158
Si 3.257 0.588 1.373
C 4.530 1.189 2.676
C 2.922 2.048 0.193
C 4.026 -0.859 0.411
H 3.559 -3.822 4.435
H 4.252 -2.727 3.241
H 2.888 -3.738 2.774
H 3.452 -1.399 6.322
H 2.326 -0.029 6.083
H 3.820 -0.149 5.123
H 1.111 -3.321 6.001
H 0.131 -3.417 4.512
H -0.027 -2.016 5.635
H -0.937 2.467 1.388
H 0.291 3.482 2.152
H -1.372 3.536 2.752
H -2.395 0.207 2.981
H -2.712 1.398 4.231
H -1.901 -0.120 4.670
H 1.576 2.296 5.075
H 0.423 1.315 5.972
H -0.044 2.968 5.471
H 4.049 1.732 3.520
H 5.212 1.912 2.200
H 5.136 0.380 3.104
H 2.231 2.808 0.590
H 2.508 1.669 -0.752
H 3.871 2.547 -0.079
H 4.488 -1.620 1.072
H 4.790 -0.490 -0.305
H 3.240 -1.334 -0.167
C -1.482 1.240 0.024
Ge -1.816 2.192 -1.617
C -2.815 0.939 -2.745
C -3.620 -0.067 -2.159
C -4.286 -0.996 -2.966
C -4.155 -0.936 -4.363
C -3.453 0.122 -4.948
C -2.784 1.056 -4.143
C -2.820 3.851 -1.571
C -2.413 4.932 -2.373
C -3.160 6.118 -2.413
C -4.341 6.207 -1.680
C -4.792 5.098 -0.929
C -4.034 3.925 -0.854
C -0.118 2.699 -2.385
C 0.575 3.816 -1.894
C 1.835 4.160 -2.421
C 2.462 3.341 -3.368
C 1.772 2.196 -3.830
C 0.505 1.880 -3.333
H -2.350 0.893 0.583
H -3.731 -0.116 -1.079
H -4.904 -1.748 -2.492
H -4.612 -1.692 -4.984
H -3.405 0.252 -6.028
H -2.248 1.867 -4.616
H -1.519 4.849 -2.977
H -2.786 6.945 -3.002
H -4.926 7.127 -1.692
H -5.752 5.119 -0.404
H -4.381 3.095 -0.245
H 0.154 4.427 -1.095
H 2.296 5.064 -2.055
H 3.424 3.602 -3.759
H 2.192 1.559 -4.590
H 0.021 0.955 -3.682
```

The net charge is +1. Its multiplicity is 3. For the HOMO-LUMO gap (spin up / spin down), the calculation gives 8.551 / 5.444 eV. Its HOMO energy (spin up / spin down) is -10.304 / -10.598 eV.